(1)
79
Properties=species:S:1:pos:R:3 method="wB97M-V/def2-TZVPD" spin_multiplicity=5 homo_energy_ev="-4.26 / -5.21" lumo_energy_ev="2.27 / 2.27" molar_mass_g_mol=918.41 homo_lumo_gap_ev="6.53 / 7.48" e_above_lowest_kj_mol=0.00 max_force_ev_per_a=0.240 total_energy_ha=-4733.99774 total_charge=-1
Cr -0.438 -0.136 0.121
N -0.286 -0.114 2.234
C 0.524 1.041 2.636
C 1.449 1.507 1.505
O 2.209 2.445 1.719
O 1.335 0.870 0.392
H -1.202 -0.145 2.674
H 0.194 -0.997 2.386
H 1.130 0.850 3.525
H -0.140 1.876 2.854
C 5.736 -1.705 -0.716
Sb 3.778 -0.761 -0.649
C 4.616 1.221 -0.555
C 3.595 -1.014 1.477
H 6.375 -1.304 0.074
H 6.213 -1.528 -1.682
H 5.630 -2.782 -0.575
H 5.487 1.221 0.103
H 3.862 1.894 -0.149
H 4.920 1.553 -1.550
H 3.840 -0.073 1.970
H 4.270 -1.799 1.817
H 2.569 -1.297 1.700
N 0.281 -0.533 -4.060
C 1.063 0.576 -3.818
C 0.851 0.894 -2.517
N -0.046 0.000 -1.968
C -0.361 -0.847 -2.920
H 0.210 -1.044 -4.920
H 1.701 1.008 -4.568
H 1.300 1.662 -1.910
H -1.049 -1.669 -2.823
F -0.843 -3.829 -1.795
C 0.317 -4.049 -1.146
F 0.558 -5.375 -1.221
F 1.275 -3.437 -1.846
C 0.251 -3.487 0.318
O 0.397 -2.174 0.332
C -1.117 -3.928 0.945
F -1.094 -3.770 2.282
F -1.436 -5.218 0.708
F -2.117 -3.181 0.481
C 1.403 -4.159 1.143
F 2.567 -4.080 0.477
F 1.199 -5.462 1.428
F 1.579 -3.532 2.313
C -1.779 3.872 -1.621
S -0.526 3.378 -0.429
O -1.230 2.473 0.525
C -0.386 4.963 0.398
C 0.433 5.948 -0.132
C 0.543 7.164 0.526
C -0.149 7.376 1.711
C -0.947 6.373 2.243
C -1.067 5.156 1.587
H -2.643 4.254 -1.080
H -2.051 2.970 -2.168
H -1.361 4.628 -2.286
H 0.995 5.758 -1.039
H 1.183 7.939 0.123
H -0.051 8.322 2.230
H -1.471 6.535 3.177
H -1.665 4.344 1.984
O -3.098 -0.228 2.292
C -3.447 -0.231 1.119
N -2.634 -0.276 0.031
S -3.471 -0.233 -1.361
O -3.364 -1.474 -2.088
O -3.207 0.968 -2.117
C -5.074 -0.130 -0.624
C -6.319 -0.060 -1.216
C -7.418 0.007 -0.369
C -7.257 0.002 1.015
C -5.993 -0.071 1.586
C -4.902 -0.138 0.739
H -6.431 -0.059 -2.292
H -8.415 0.064 -0.790
H -8.132 0.053 1.651
H -5.843 -0.081 2.658

***

(2)
111
Properties=species:S:1:pos:R:3 method="wB97M-V/def2-TZVPD" homo_energy_ev=-4.17 lumo_energy_ev=1.78 molar_mass_g_mol=933.87 homo_lumo_gap_ev=5.95 max_force_ev_per_a=1.608 total_energy_ha=-4562.71346 total_charge=-1
C 5.392 4.717 -0.454
O 6.737 4.717 -0.884
C 7.353 3.444 -0.763
C 7.011 2.532 -1.932
C 7.456 1.080 -1.727
C 6.937 0.406 -0.445
C 5.435 0.626 -0.201
C 4.703 -0.585 0.413
C 3.680 -0.183 1.485
C 2.371 0.436 0.992
C 1.498 -0.264 -0.065
C 2.065 0.087 -1.503
O 1.247 0.933 -2.288
C 1.556 2.261 -2.223
C 2.111 2.867 -3.343
C 2.432 4.213 -3.314
C 2.206 4.969 -2.173
C 1.626 4.367 -1.064
C 1.297 3.022 -1.087
O 0.242 0.350 0.018
P -1.184 -0.613 0.181
I -1.686 -0.705 -2.496
C -2.146 0.983 0.317
C -3.625 0.753 0.620
C -4.633 0.847 -0.532
C -4.720 2.183 -1.229
C -3.750 2.641 -2.121
C -3.878 3.862 -2.755
C -4.991 4.660 -2.530
C -5.963 4.222 -1.644
C -5.827 3.000 -1.010
O -0.160 -2.002 -0.145
C 1.196 -1.787 0.128
P 1.323 -2.448 1.870
O 1.013 -1.534 3.003
P 2.164 -2.968 -1.009
O 0.921 -3.403 -1.936
O 2.291 -4.324 -0.038
H 5.302 4.369 0.582
H 5.029 5.742 -0.514
H 4.744 4.096 -1.083
H 8.431 3.621 -0.729
H 7.034 3.000 0.187
H 7.537 2.918 -2.810
H 5.941 2.558 -2.142
H 8.552 1.044 -1.693
H 7.164 0.480 -2.594
H 7.124 -0.668 -0.541
H 7.501 0.781 0.413
H 4.990 0.845 -1.175
H 5.275 1.506 0.427
H 5.445 -1.244 0.879
H 4.250 -1.148 -0.406
H 4.165 0.600 2.082
H 3.516 -1.003 2.184
H 1.711 0.588 1.843
H 2.616 1.439 0.630
H 3.023 0.594 -1.372
H 2.238 -0.807 -2.104
H 2.290 2.292 -4.243
H 2.864 4.690 -4.187
H 2.473 6.019 -2.135
H 1.430 4.927 -0.157
H 0.837 2.551 -0.227
H -1.037 -0.743 1.594
H -2.299 -1.486 0.230
H -1.680 1.504 1.157
H -1.950 1.573 -0.574
H -3.948 1.447 1.404
H -3.733 -0.253 1.046
H -4.477 0.045 -1.257
H -5.618 0.662 -0.091
H -2.883 2.028 -2.340
H -3.094 4.180 -3.432
H -5.092 5.607 -3.048
H -6.837 4.838 -1.463
H -6.612 2.677 -0.335
H 0.480 -3.561 1.809
H 2.634 -2.954 2.049
H 1.214 -4.064 -2.575
H 3.147 -4.253 0.402
C 2.477 1.952 5.567
S 1.185 1.768 4.327
O 1.556 2.682 3.214
C -0.089 2.622 5.265
H 3.386 1.519 5.153
H 2.632 3.010 5.779
H 2.192 1.413 6.471
H 0.246 3.633 5.498
H -0.303 2.064 6.178
H -0.978 2.658 4.640
C -6.197 -4.599 -0.453
S -5.588 -3.007 -1.024
O -5.239 -2.234 0.195
C -7.180 -2.376 -1.581
H -5.364 -5.142 -0.022
H -6.965 -4.447 0.305
H -6.597 -5.155 -1.303
H -7.881 -2.375 -0.745
H -7.551 -2.996 -2.397
H -7.020 -1.359 -1.934
C -7.942 -8.751 1.332
S -6.340 -8.256 1.980
O -5.914 -7.068 1.200
C -5.428 -9.659 1.323
H -8.655 -7.973 1.595
H -7.879 -8.846 0.248
H -8.242 -9.695 1.786
H -5.543 -9.689 0.240
H -5.796 -10.578 1.779
H -4.381 -9.515 1.579

***

(3)
10
Properties=species:S:1:pos:R:3 method="wB97M-V/def2-TZVPD" homo_energy_ev=-2.35 lumo_energy_ev=4.46 molar_mass_g_mol=90.06 homo_lumo_gap_ev=6.82 e_above_lowest_kj_mol=380.49 max_force_ev_per_a=5.130 total_energy_ha=-355.10787 total_charge=-1 smiles="C[N-][N+](=O)[N-]O"
C 1.656 -0.362 -0.008
N 0.389 -0.919 -0.349
N -0.620 -0.029 -0.094
O -0.497 1.163 0.230
N -1.896 -0.673 -0.140
O -2.911 0.262 0.083
H 1.867 -0.028 1.032
H 2.422 -1.167 -0.285
H 2.066 0.617 -0.495
H -2.475 1.137 0.026

***

(4)
28
Properties=species:S:1:pos:R:3 method="wB97M-V/def2-TZVPD" homo_energy_ev=-12.38 lumo_energy_ev=-3.47 molar_mass_g_mol=225.30 homo_lumo_gap_ev=8.91 e_above_lowest_kj_mol=469.77 max_force_ev_per_a=3.918 total_energy_ha=-1042.78728 total_charge=+1
C -2.103 1.138 -0.470
C -1.094 0.597 0.237
C -1.314 -0.508 -1.710
C -1.026 -1.394 -2.708
C 0.089 -2.189 -2.431
C 0.448 -1.201 -0.242
C 0.909 -2.052 -1.278
C 2.095 -2.959 -1.018
C 2.173 1.761 2.457
N -0.666 -0.512 -0.506
N -2.219 0.490 -1.693
N -1.972 2.781 2.078
N 1.196 0.732 2.513
O -0.742 2.313 2.350
S -0.315 0.706 2.270
H -2.805 1.926 -0.176
H -1.578 -1.527 -3.610
H 0.498 -2.827 -3.281
H 0.946 -1.182 0.741
H 2.460 -2.654 0.013
H 3.025 -2.644 -1.557
H 1.916 -3.979 -1.202
H 2.709 1.793 1.522
H 1.643 2.719 2.581
H 3.016 1.548 3.179
H -2.991 0.537 -2.247
H -2.357 3.218 2.890
H -1.941 3.367 1.297

***

(5)
24
Properties=species:S:1:pos:R:3 method="wB97M-V/def2-TZVPD" homo_energy_ev=-8.36 lumo_energy_ev=0.89 molar_mass_g_mol=138.21 homo_lumo_gap_ev=9.25 e_above_lowest_kj_mol=36.86 max_force_ev_per_a=1.286 total_energy_ha=-426.55875 smiles=Cc1ccc(O)cc1.CC
C -1.942 -2.445 1.082
C -0.587 -1.913 0.708
C -0.461 -0.883 -0.227
C 0.758 -0.605 -0.827
C 1.878 -1.322 -0.430
O 3.068 -1.009 -1.029
C 1.794 -2.303 0.545
C 0.553 -2.613 1.094
H -2.738 -1.728 0.874
H -2.001 -2.608 2.164
H -2.232 -3.359 0.569
H -1.339 -0.304 -0.460
H 0.926 0.271 -1.441
H 3.776 -1.607 -0.740
H 2.678 -2.827 0.894
H 0.499 -3.362 1.874
C -1.106 3.021 -0.697
C -0.048 4.125 -0.522
H -0.771 2.333 -1.471
H -1.210 2.424 0.215
H -2.094 3.415 -0.850
H -0.528 5.080 -0.345
H 0.517 3.975 0.398
H 0.609 4.243 -1.379

***

(6)
13
Properties=species:S:1:pos:R:3 method="wB97M-V/def2-TZVPD" homo_energy_ev=-7.58 lumo_energy_ev=0.82 molar_mass_g_mol=107.12 homo_lumo_gap_ev=8.39 e_above_lowest_kj_mol=148.24 max_force_ev_per_a=4.252 total_energy_ha=-357.71615 smiles=c1n[nH]c2c[nH]cc12
C -1.452 1.260 0.051
N -0.881 2.160 -0.710
N 0.302 1.586 -0.974
C 0.499 0.306 -0.495
C 1.400 -0.734 -0.304
N 0.639 -1.597 0.517
C -0.560 -1.193 0.772
C -0.665 0.088 0.242
H -2.441 1.572 0.580
H 0.969 1.807 -1.689
H 2.552 -0.825 -0.136
H 0.831 -2.594 0.770
H -1.192 -1.835 1.376

***

(7)
17
Properties=species:S:1:pos:R:3 method="wB97M-V/def2-TZVPD" homo_energy_ev=-10.17 lumo_energy_ev=0.36 molar_mass_g_mol=119.12 homo_lumo_gap_ev=10.53 e_above_lowest_kj_mol=214.79 max_force_ev_per_a=3.468 total_energy_ha=-438.24726 smiles="C[C@@H](C=O)NC=O.O"
C 0.575 1.985 0.153
C -0.135 0.633 0.502
C -1.625 0.474 0.480
O -2.247 0.124 1.444
N 0.386 -0.373 -0.470
C 1.784 -0.613 -0.383
O 2.217 -1.359 -1.230
H 1.085 2.460 1.019
H -0.095 2.787 -0.114
H 1.379 1.848 -0.591
H 0.313 0.389 1.507
H -2.021 0.584 -0.536
H 0.047 -0.562 -1.400
H 2.318 -0.172 0.467
O -1.298 -3.023 -0.488
H -2.128 -2.714 -0.123
H -0.555 -2.466 -0.237

***

(8)
16
Properties=species:S:1:pos:R:3 method="wB97M-V/def2-TZVPD" spin_multiplicity=7 homo_energy_ev="-18.61 / -18.88" lumo_energy_ev="-9.49 / -12.77" molar_mass_g_mol=205.17 homo_lumo_gap_ev="9.12 / 6.11" e_above_lowest_kj_mol=98.66 max_force_ev_per_a=3.616 total_energy_ha=-476.72592 total_charge=+2
O 2.386 1.404 -0.425
C 2.632 0.136 -0.029
O 1.391 -0.353 0.623
C 0.541 -1.196 -0.097
C -0.866 -0.859 0.203
O -1.083 0.516 -0.054
C -2.458 0.917 -0.025
Ru 0.590 1.579 0.217
H 3.400 0.055 0.758
H 2.856 -0.562 -0.856
H -0.509 -2.151 -0.240
H -1.379 -1.194 1.111
H -2.476 2.005 -0.142
H -2.989 0.435 -0.854
H -2.905 0.638 0.938
H 0.869 -1.370 -1.130

***

(9)
119
Properties=species:S:1:pos:R:3 method="wB97M-V/def2-TZVPD" spin_multiplicity=4 homo_energy_ev="-7.48 / -7.46" lumo_energy_ev="-0.54 / -1.11" molar_mass_g_mol=990.02 homo_lumo_gap_ev="6.95 / 6.34" e_above_lowest_kj_mol=127.58 max_force_ev_per_a=1.509 total_energy_ha=-8646.12393
Tc -0.052 0.157 -0.144
C 2.468 2.235 -4.159
C 2.579 1.542 -2.844
C 3.637 0.838 -2.313
C 3.245 0.483 -1.014
N 1.982 0.862 -0.822
N 1.591 1.564 -1.923
B 0.622 2.765 -1.637
N 0.916 3.223 -0.197
N 0.705 2.425 0.901
C 1.003 3.173 1.961
C 1.401 4.462 1.549
C 1.328 4.452 0.179
C 1.631 5.552 -0.784
C 0.938 2.743 3.411
C -0.017 3.686 4.158
C 0.444 1.317 3.571
C 2.337 2.872 4.032
N -0.895 2.476 -1.740
N -1.528 2.040 -0.609
C -2.792 2.448 -0.699
C -3.004 3.067 -1.945
C -1.773 3.086 -2.561
C -1.384 3.678 -3.874
C -3.739 2.479 0.481
C -5.003 1.660 0.219
C -3.023 2.031 1.753
C -4.151 3.949 0.678
C 4.134 0.031 0.127
C 5.443 0.831 0.015
C 4.476 -1.457 0.082
C 3.474 0.407 1.451
H 3.292 1.935 -4.804
H 2.499 3.319 -4.040
H 1.531 1.984 -4.657
H 4.597 0.679 -2.778
H 0.885 3.623 -2.426
H 1.706 5.288 2.171
H 1.968 6.429 -0.234
H 0.751 5.831 -1.365
H 2.415 5.268 -1.488
H -1.025 3.632 3.741
H 0.319 4.724 4.102
H -0.070 3.401 5.212
H -0.567 1.199 3.190
H 0.435 1.045 4.630
H 1.083 0.604 3.047
H 2.717 3.894 3.956
H 3.050 2.208 3.539
H 2.299 2.600 5.090
H -3.918 3.502 -2.320
H -2.277 3.981 -4.419
H -0.836 2.959 -4.485
H -0.747 4.555 -3.745
H -4.784 0.599 0.132
H -5.495 1.980 -0.703
H -5.709 1.790 1.044
H -2.614 1.028 1.678
H -3.715 2.056 2.599
H -2.185 2.698 1.964
H -4.713 4.329 -0.177
H -3.271 4.580 0.817
H -4.783 4.036 1.566
H 6.005 0.560 -0.881
H 6.072 0.618 0.883
H 5.245 1.904 -0.013
H 4.857 -1.751 -0.899
H 3.609 -2.071 0.308
H 5.244 -1.677 0.828
H 3.369 1.490 1.529
H 4.076 0.043 2.289
H 2.475 -0.011 1.542
C -3.791 -1.826 -3.303
C -3.843 -0.887 -2.099
Ge -2.640 -1.458 -0.649
C -3.748 -1.533 1.000
C -3.587 -2.806 1.822
C -2.026 -3.292 -0.783
C -0.807 -3.736 -0.466
Ge 0.708 -2.480 -0.175
C 1.393 -2.890 1.639
C 2.239 -4.157 1.790
C 2.086 -2.825 -1.567
C 1.640 -3.487 -2.874
C -0.589 -5.195 -0.239
C -1.623 -5.995 0.258
C -1.449 -7.354 0.461
C -0.227 -7.953 0.186
C 0.820 -7.171 -0.277
C 0.641 -5.809 -0.475
H -4.442 -1.468 -4.104
H -4.117 -2.835 -3.040
H -2.781 -1.908 -3.711
H -4.857 -0.856 -1.689
H -3.583 0.135 -2.382
H -4.750 -1.505 0.554
H -3.651 -0.649 1.620
H -3.770 -3.702 1.226
H -4.312 -2.804 2.641
H -2.595 -2.881 2.260
H -2.822 -4.023 -0.946
H 0.507 -2.945 2.274
H 1.952 -2.031 1.998
H 1.658 -5.062 1.617
H 2.641 -4.219 2.805
H 3.094 -4.180 1.107
H 2.866 -3.437 -1.102
H 2.551 -1.862 -1.783
H 1.392 -4.540 -2.743
H 2.442 -3.432 -3.616
H 0.766 -3.006 -3.307
H -2.573 -5.541 0.514
H -2.269 -7.946 0.850
H -0.088 -9.014 0.348
H 1.786 -7.618 -0.478
H 1.482 -5.220 -0.812
N -1.071 -1.058 2.591
C -0.792 -0.671 1.533
Se -0.645 -0.801 -2.199

***

(10)
69
Properties=species:S:1:pos:R:3 method="wB97M-V/def2-TZVPD" spin_multiplicity=2 homo_energy_ev="-6.72 / -7.30" lumo_energy_ev="-1.16 / -1.16" molar_mass_g_mol=678.56 homo_lumo_gap_ev="5.56 / 6.14" e_above_lowest_kj_mol=30.65 max_force_ev_per_a=0.593 total_energy_ha=-2865.09577
Rh -0.523 -0.445 -0.697
C -4.683 -3.059 2.612
C -3.269 -3.102 3.149
O -2.343 -3.456 2.102
P -1.320 -2.356 1.537
S -0.118 -3.111 0.195
S -2.384 -0.812 0.781
O -0.598 -1.995 2.913
C 0.689 -1.353 2.990
C 1.705 -2.334 3.530
H -5.379 -2.823 3.417
H -4.964 -4.031 2.202
H -4.779 -2.293 1.842
H -3.165 -3.870 3.915
H -2.985 -2.146 3.590
H 0.561 -0.494 3.648
H 0.977 -0.972 2.011
H 1.420 -2.686 4.522
H 2.681 -1.850 3.602
H 1.785 -3.194 2.866
O 5.720 2.155 -3.402
N 4.730 2.700 -3.851
O 4.756 3.631 -4.626
C 3.393 2.237 -3.388
C 2.354 2.955 -3.846
C 1.012 2.636 -3.474
C -0.097 3.374 -3.923
C -1.350 2.999 -3.521
C -1.480 1.895 -2.663
N -0.449 1.204 -2.228
C 0.786 1.554 -2.628
C 1.903 0.756 -2.158
N 1.603 -0.294 -1.361
C 2.573 -1.018 -0.854
C 3.917 -0.753 -1.134
C 4.247 0.287 -1.959
C 3.222 1.093 -2.506
H 2.546 3.791 -4.503
H 0.054 4.222 -4.579
H -2.231 3.535 -3.841
H -2.452 1.566 -2.316
H 2.271 -1.836 -0.210
H 4.686 -1.374 -0.697
H 5.277 0.494 -2.183
N -3.942 -3.505 -0.732
C -4.212 -3.654 -2.035
N -5.186 -4.517 -2.397
N -3.590 -3.011 -3.002
C -2.602 -2.237 -2.618
N -1.733 -1.557 -2.277
H -4.480 -3.977 -0.028
H -3.356 -2.736 -0.417
H -5.609 -5.135 -1.730
H -5.266 -4.729 -3.375
C 2.715 2.457 2.301
C 1.221 2.756 2.135
C 0.556 2.799 3.516
C 1.044 4.117 1.449
C 0.602 1.706 1.304
C 0.095 0.865 0.590
H 3.193 3.224 2.916
H 3.212 2.432 1.329
H 2.861 1.489 2.781
H 1.001 3.587 4.128
H 0.682 1.848 4.036
H -0.513 2.991 3.418
H 1.494 4.909 2.053
H -0.014 4.340 1.312
H 1.522 4.114 0.467